Computed, not measured: an isolated molecule of C8H16N2Si, with wB97M-V/def2-TZVPD.

```
27
Properties=species:S:1:pos:R:3:forces:R:3:lowdin_charge:R:1
C -2.722746 -1.322569 -0.697481 0.869 0.213 1.234 -0.15
C -3.008108 -1.507255 0.620690 -1.533 -1.434 1.979 -0.15
C -1.148789 -0.168429 0.299657 -1.884 -2.194 2.426 -0.25
C 2.091386 -0.669445 -0.956866 1.949 -1.430 2.181 -0.13
C 0.582138 1.055000 -2.098304 0.217 -2.727 1.736 -0.09
C 2.576498 1.810832 -0.751922 -0.459 -1.266 -0.245 -0.12
C -1.821094 -1.061271 2.848110 0.882 1.003 -0.805 -0.06
C 1.462692 0.699841 -0.836607 0.312 0.380 0.553 -0.70
N -1.578576 -0.587884 -0.850414 -0.458 0.773 0.933 0.01
N -2.139193 -0.889698 1.421899 4.029 2.696 -2.242 -0.09
Si 0.365645 0.889212 0.722267 -0.920 -0.247 -3.258 0.75
H -3.239447 -1.681034 -1.517503 -0.907 -0.659 -1.371 0.07
H -3.801195 -2.089870 1.174327 0.751 0.583 -1.280 0.14
H 1.438801 -1.388516 -1.364228 -1.002 -0.742 -0.875 0.05
H 3.046802 -0.710432 -1.511240 -0.492 0.366 -0.235 0.07
H 2.416617 -1.236268 0.025330 -0.662 1.523 -1.238 0.11
H 1.326171 0.816195 -2.830975 0.122 0.850 -1.300 0.07
H 0.373072 2.077118 -1.847434 -0.731 0.601 -1.199 0.05
H -0.278887 0.301639 -2.234172 1.213 1.802 0.309 0.08
H 3.454787 1.590313 -1.433002 -1.184 0.603 0.511 0.10
H 2.088866 2.777359 -0.840464 0.356 0.268 -0.647 0.06
H 2.924498 1.813958 0.254893 0.881 -0.054 0.898 0.04
H -1.309768 -0.187916 3.304318 -0.135 -0.329 -0.857 0.08
H -2.698239 -1.121698 3.389833 -2.165 -0.193 1.041 0.05
H -1.251784 -1.934653 3.134201 0.379 -0.399 -0.587 0.08
H 0.767855 0.404606 1.960581 0.887 -0.366 1.765 -0.06
H 0.082000 2.320863 0.614508 -0.313 0.378 0.572 -0.02
```
Forces are in eV/Å.

## Properties
HOMO-LUMO gap	0.32915	hartree
HOMO	-8.186	eV
SMILES	Cn1ccnc1[SiH2]C(C)(C)C
LUMO level	0.7709	eV
energy above the lowest of the compared OMol25 structures with the same formula, charge and spin	87.26	kcal/mol


Computed, not measured: a cluster of 3 separate species, C4H12O4 in total, with wB97M-V/def2-TZVPD.

```
20
Properties=species:S:1:pos:R:3:forces:R:3:lowdin_charge:R:1
C 0.119644 -0.323536 -0.455419 0.102 -1.151 1.000 -0.27
C 1.317663 0.575463 -0.430865 1.134 1.899 -1.575 -0.24
C 1.630302 1.167498 -1.918922 -0.324 0.705 1.255 -0.57
O 2.224533 2.364884 -1.893598 0.687 0.498 -0.015 -0.42
C -0.334613 -0.854730 0.911266 1.086 -1.168 1.092 -0.46
O -1.335227 -1.788312 0.841577 -0.524 0.323 -0.164 -0.30
H 0.406264 -1.166020 -1.139810 -0.646 0.401 0.563 0.12
H -0.831352 0.092695 -0.800873 0.333 0.345 -0.824 0.08
H 1.353462 1.510140 0.161557 -0.986 -0.351 -0.044 0.09
H 2.267551 0.128509 -0.101931 -0.364 -0.695 -0.081 0.08
H 2.267155 0.395316 -2.420663 -0.471 -0.325 -0.324 0.06
H 0.619542 1.302910 -2.423266 0.189 -0.928 -0.038 0.07
H 0.540388 -1.299036 1.470567 0.123 0.112 -0.500 0.09
H -0.526409 0.008067 1.599632 -0.461 0.198 -0.445 0.10
H -1.327836 1.616819 0.096290 -0.119 0.423 0.508 0.01
H -0.997859 2.599362 -0.923390 0.247 0.469 0.034 0.03
O -1.410574 2.578132 -0.049415 -0.082 -0.724 -0.426 -0.09
H -1.789340 -2.294226 1.999133 0.084 -0.003 -0.008 -0.04
H -2.032463 -3.753104 2.580883 0.034 -0.337 -0.024 -0.06
O -2.160832 -2.860831 2.897248 -0.042 0.311 0.017 -0.28
```
Forces are in eV/Å.

## Properties
HOMO-LUMO gap	0.23112	hartree
total charge	-2
HOMO	0.318	eV
LUMO level	6.6067	eV
energy above the lowest of the compared OMol25 structures with the same formula, charge and spin	25.18	kcal/mol


Computed, not measured: a structure of composition C4H11BClF4PdTi, with wB97M-V/def2-TZVPD.

```
23
Properties=species:S:1:pos:R:3:forces:R:3:mulliken_spin:R:1
Ti -0.212906 -1.359456 -0.442480 -0.381 0.072 -1.078 1.31
Cl -0.113958 -1.465020 -2.678989 -0.031 -0.099 -1.818 0.02
C -2.008298 -2.057346 0.236086 -1.191 -0.701 0.322 -0.03
C 1.238414 -2.715481 0.094038 1.003 -1.139 0.314 -0.05
H -1.917521 -3.126501 0.498327 -0.293 0.121 0.001 0.03
H -2.303712 -1.472693 1.119905 -0.176 -0.172 -0.176 0.02
H -2.741657 -1.935219 -0.577531 -0.114 -0.069 0.264 0.00
H 0.732764 -3.607719 0.504458 0.235 0.053 0.015 0.02
H 1.966571 -2.343818 0.823866 0.095 -0.293 -0.114 0.01
H 1.752971 -2.999778 -0.839928 0.067 -0.082 0.201 0.02
Pd -0.000584 1.179693 0.183186 -0.293 -0.749 -0.134 0.64
C 1.855538 1.754824 0.774565 1.093 0.889 0.212 0.52
C 0.291538 -0.420501 1.322670 0.174 2.089 2.225 0.63
H 2.179008 1.287568 1.713842 0.233 0.367 -0.245 -0.10
H 2.449847 1.438913 -0.096960 0.160 0.009 0.350 -0.02
H 1.816622 2.857705 0.804580 0.316 -0.217 0.238 -0.03
H 1.319271 -0.500172 1.701277 -0.522 -0.406 0.118 0.00
H -0.495680 -0.295160 2.087930 0.389 -0.768 0.117 0.02
F -1.899381 1.979034 -1.106074 0.112 1.175 -0.523 -0.02
B -1.195284 3.204951 -1.471496 0.620 -1.375 0.529 0.01
F -1.529386 4.204977 -0.563664 -0.114 0.157 -0.355 0.00
F 0.230763 2.876515 -1.289943 -1.188 0.828 -0.509 0.01
F -1.414941 3.514684 -2.797666 -0.195 0.310 0.046 0.00
```
Forces are in eV/Å.

## Properties
spin multiplicity	4
expectation value of S²	3.764
HOMO-LUMO gap (spin up / spin down)	0.13896 / 0.24314	hartree
total charge	-2
HOMO (spin up / spin down)	1.522 / -1.351	eV
LUMO level (spin up / spin down)	5.3032 / 5.2654	eV
energy above the lowest of the compared OMol25 structures with the same formula, charge and spin	7.15	kcal/mol


Computed, not measured: a cluster of 4 separate species, C4H14O3 in total, with wB97M-V/def2-TZVPD.

```
21
Properties=species:S:1:pos:R:3:forces:R:3:lowdin_charge:R:1
C -1.305104 -2.184987 -1.921053 0.119 0.463 0.219 -0.10
C -1.138322 -0.723667 -1.604380 0.822 0.185 -0.527 -0.20
C -1.757812 0.052046 -0.733582 -0.852 0.126 -0.253 -0.18
C -1.635960 1.554051 -0.782965 -0.538 -0.388 1.560 -0.10
H -1.494804 -2.764560 -1.028433 -0.094 -0.247 0.233 0.07
H -0.395879 -2.555347 -2.401234 -0.233 -0.118 0.025 0.07
H -2.155936 -2.311098 -2.593696 0.122 -0.124 -0.088 0.07
H -0.386762 -0.208189 -2.215454 -0.283 -0.140 -0.064 0.10
H -2.506826 -0.352739 -0.049659 0.101 -0.038 -0.119 0.10
H -2.486905 2.036847 -1.265956 0.174 -0.179 -0.538 0.07
H -0.679082 1.834638 -1.186882 0.203 0.403 -0.274 0.07
H -1.749290 1.934860 0.245946 0.472 0.054 -0.176 0.04
H 3.752494 -2.124810 0.042588 0.137 -0.083 0.004 0.03
H 2.420058 -2.535902 0.600357 0.027 -0.150 0.087 0.03
O 3.327583 -2.851064 0.510960 -0.184 0.259 -0.094 -0.06
H 1.982257 2.472725 1.055884 0.094 -0.186 -0.124 0.03
H 3.337253 1.880629 0.680737 0.027 0.008 0.017 0.03
O 2.415094 1.898235 0.409963 -0.130 0.152 0.112 -0.07
H -1.160240 2.228551 2.317227 -0.201 -0.133 0.070 0.01
H -1.777369 1.428771 3.501518 0.193 0.199 -0.287 0.04
O -0.970910 1.857926 3.184469 0.026 -0.063 0.218 -0.06
```
Forces are in eV/Å.

## Properties
HOMO-LUMO gap	0.35954	hartree
HOMO	-9.249	eV
SMILES	C/C=C/C.O.O.O
LUMO level	0.5349	eV
energy above the lowest of the compared OMol25 structures with the same formula, charge and spin	30.62	kcal/mol


Computed, not measured: a cluster of 3 separate species, C32H65FN9O5P2 in total, with wB97M-V/def2-TZVPD.

```
114
Properties=species:S:1:pos:R:3:forces:R:3:lowdin_charge:R:1
C -1.458186 -4.865692 5.172793 -0.222 -0.162 -0.584 -0.11
C -1.826101 -4.360724 3.696697 1.121 -0.678 1.631 -0.25
C -0.643564 -4.818364 2.770551 -0.876 0.182 -0.350 -0.17
C -0.684832 -4.208775 1.290182 0.531 -2.148 0.893 -0.11
N -0.805385 -2.731203 1.260019 0.275 1.561 -0.194 0.03
C 0.360591 -2.016976 1.534882 -0.467 1.762 0.199 -0.08
C 1.745260 -2.669842 1.816497 -0.398 0.727 0.584 0.00
C 0.347443 -0.531186 1.571512 -0.737 -1.403 -0.456 -0.13
N 1.553526 0.161398 1.892680 -2.027 0.500 -1.579 0.12
C 1.997549 0.921152 0.940737 1.218 1.048 0.333 -0.32
C 1.909118 0.665081 -0.591403 -0.462 1.007 0.100 -0.02
C 2.757075 2.225600 1.393023 1.176 -1.514 0.205 -0.02
C -0.891504 0.198212 1.300553 -0.939 -2.614 -1.325 0.06
C -0.975211 1.762679 1.351677 1.023 -0.782 1.762 -0.34
O -0.608865 2.278328 2.362800 -0.609 0.117 -0.678 0.20
O -1.415706 2.536431 0.248179 1.394 -2.224 -0.601 0.01
O -2.480069 3.326429 0.633045 -1.075 3.564 0.758 -0.02
C -2.037795 4.614607 0.896083 0.270 -3.317 0.108 -0.20
N -1.386111 5.469860 1.299274 -0.286 0.797 -0.243 0.21
C -2.112755 -0.610001 0.998809 1.965 -0.496 0.305 -0.03
C -3.417194 0.199521 0.747793 -0.205 0.255 0.254 -0.14
C -3.940199 0.926223 2.088467 -0.151 -0.451 -0.581 -0.05
C -2.025479 -2.092095 0.977030 -0.368 2.166 -0.156 -0.06
C -3.349195 -2.851828 0.666197 -0.836 -0.343 0.394 -0.10
C -4.235352 -3.038745 1.993501 -0.096 0.490 -0.051 -0.14
C -5.616422 -2.275839 1.951930 0.513 -0.218 0.605 -0.17
F -6.628048 -3.148643 2.445229 0.883 0.932 -0.625 -0.08
H -0.575656 -4.303203 5.576847 -0.836 -0.497 -0.309 0.08
H -2.332454 -4.770885 5.872973 0.915 0.018 -0.673 0.08
H -1.186730 -5.954972 5.105497 -0.229 0.982 0.221 0.08
H -1.865894 -3.242338 3.766093 -0.275 -0.967 -0.369 0.10
H -2.806597 -4.842769 3.455991 0.900 0.742 -0.197 0.10
H -0.699059 -5.936445 2.634269 0.120 1.086 0.122 0.13
H 0.314220 -4.603402 3.309115 -0.748 -0.035 -0.623 0.10
H 0.270906 -4.566227 0.807539 -1.070 0.909 0.189 0.14
H -1.507308 -4.744286 0.760023 0.542 1.045 0.315 0.12
H 1.708977 -3.741036 2.116758 0.065 0.928 -0.646 0.07
H 2.173924 -2.109938 2.702436 -0.455 -0.504 -0.975 0.11
H 2.443665 -2.452807 0.963171 -0.713 -0.465 0.709 0.11
H 2.932118 0.425096 -0.999142 -0.950 0.154 0.654 0.10
H 1.624176 1.648374 -1.073958 0.264 -1.060 0.386 0.10
H 1.168138 -0.110018 -0.907454 0.698 0.545 0.405 0.08
H 3.140499 2.044578 2.439662 -0.635 0.251 -1.026 0.10
H 2.076535 3.113522 1.415576 0.466 -0.832 -0.274 0.09
H 3.690492 2.392575 0.776310 -1.181 0.111 0.437 0.08
H -3.195359 0.968535 -0.048737 -0.233 -0.884 0.854 0.12
H -4.279184 -0.396427 0.364852 1.106 0.257 0.118 0.09
H -4.060859 2.023539 1.899161 0.297 -1.041 0.459 0.08
H -4.962321 0.524489 2.334588 1.116 0.468 -0.137 0.06
H -3.247680 0.695942 2.940144 -0.695 0.527 -0.668 0.09
H -3.214314 -3.873120 0.233718 0.254 1.043 0.199 0.11
H -4.026170 -2.294395 -0.068424 1.566 -0.620 0.667 0.09
H -4.469896 -4.127247 2.172518 0.336 1.214 -0.139 0.12
H -3.646368 -2.613091 2.850726 -0.740 -0.742 -0.693 0.09
H -5.549137 -1.401414 2.657764 -0.411 -0.884 -0.760 0.10
H -5.884402 -1.920097 0.924083 0.001 -0.493 0.834 0.12
O 6.503808 2.701440 1.139901 -1.379 0.274 -4.257 -0.30
P 7.523953 3.758874 0.693780 3.146 -0.424 7.786 0.79
N 8.875599 2.745589 0.993242 0.432 -1.442 0.027 -0.33
C 10.155737 3.086961 1.575686 0.204 0.748 -0.140 -0.14
C 9.088149 1.755623 -0.065090 -0.561 0.003 -0.120 -0.14
N 7.135661 4.794875 2.045225 -0.527 1.083 0.629 -0.34
C 7.758964 4.593483 3.346087 0.446 -0.090 -0.004 -0.14
C 5.683743 4.929230 2.256587 0.067 -0.102 -0.148 -0.15
N 8.610450 5.025001 0.046089 -1.372 0.242 -3.718 -0.31
C 9.153526 6.151973 0.785771 -0.337 0.218 0.878 -0.13
C 8.021710 5.546835 -1.205685 0.157 -0.193 -0.249 -0.15
H 10.800906 3.646864 0.885778 0.083 0.054 0.002 0.08
H 10.695756 2.181073 1.864694 -0.232 -0.133 -0.212 0.09
H 10.057944 3.650619 2.499865 -0.125 0.135 -0.107 0.05
H 9.536534 2.218732 -0.954755 0.173 -0.100 -0.050 0.08
H 8.142088 1.296522 -0.363240 -0.022 0.100 0.054 0.07
H 9.735686 0.942424 0.269928 0.041 0.162 0.110 0.08
H 7.726983 3.546146 3.669410 0.026 -0.031 0.077 0.09
H 7.273035 5.200886 4.114528 -0.248 -0.039 -0.227 0.08
H 8.792910 4.939712 3.355835 0.051 -0.147 -0.087 0.05
H 5.269886 4.069766 2.798227 -0.065 0.014 -0.102 0.07
H 5.150143 5.022433 1.307498 0.038 -0.042 0.036 0.07
H 5.465559 5.828302 2.839213 0.219 0.026 -0.037 0.08
H 8.384684 6.832201 1.161704 0.019 -0.026 0.074 0.09
H 9.812678 6.732264 0.132998 -0.132 -0.309 -0.354 0.09
H 9.790007 5.834911 1.610241 -0.241 -0.149 0.087 0.06
H 7.126942 6.147382 -1.003427 0.037 0.152 -0.143 0.08
H 7.730128 4.716394 -1.859495 -0.034 -0.016 0.042 0.07
H 8.736198 6.154217 -1.764960 0.015 0.004 0.123 0.08
O -4.586703 -1.770920 -2.442445 -3.278 -0.578 2.889 -0.31
P -5.683886 -1.936789 -3.503528 5.802 0.877 -6.018 0.79
N -4.986706 -3.347501 -4.184933 0.877 -1.156 0.438 -0.33
C -4.882608 -3.727964 -5.578084 -0.593 0.288 -0.466 -0.13
C -5.240349 -4.549016 -3.385809 -0.033 0.309 0.449 -0.14
N -5.212619 -0.476451 -4.344413 0.098 1.183 -0.317 -0.34
C -4.149119 -0.484736 -5.340397 -0.025 -0.413 -0.350 -0.14
C -4.944790 0.647815 -3.435824 -0.165 -0.148 0.211 -0.16
N -7.090244 -2.087969 -4.599125 -2.879 -0.483 2.712 -0.30
C -7.258630 -1.419446 -5.878958 0.608 0.735 -0.278 -0.13
C -8.321265 -1.869160 -3.808575 -0.125 -0.344 0.106 -0.15
H -5.838248 -4.066517 -5.998614 -0.034 -0.016 -0.079 0.08
H -4.166194 -4.545558 -5.696494 -0.060 -0.020 0.337 0.09
H -4.488306 -2.929759 -6.201328 -0.153 0.121 0.087 0.05
H -6.271434 -4.902136 -3.519861 0.012 -0.196 -0.044 0.08
H -5.087745 -4.347656 -2.321863 -0.034 0.101 -0.044 0.06
H -4.556303 -5.358648 -3.649786 -0.020 0.119 -0.163 0.08
H -3.248050 -1.001439 -4.988279 0.078 -0.006 -0.040 0.09
H -3.867553 0.532586 -5.625115 -0.127 0.041 0.311 0.09
H -4.477176 -0.935721 -6.277213 0.029 -0.160 0.070 0.05
H -3.940009 0.590956 -2.997796 -0.061 0.006 0.091 0.07
H -5.670794 0.676154 -2.619412 0.061 -0.011 -0.011 0.07
H -5.025015 1.597798 -3.970723 -0.058 -0.144 -0.151 0.08
H -7.285817 -0.329922 -5.796450 0.062 -0.005 -0.038 0.09
H -8.201963 -1.736525 -6.333453 -0.075 -0.259 0.422 0.10
H -6.494056 -1.708523 -6.598079 0.182 0.092 0.208 0.06
H -8.421206 -0.818572 -3.512628 -0.203 0.012 -0.035 0.08
H -8.295461 -2.476102 -2.895637 0.046 0.027 0.015 0.08
H -9.213969 -2.167157 -4.361647 0.098 0.041 -0.070 0.08
```
Forces are in eV/Å.

## Properties
HOMO-LUMO gap	0.20527	hartree
total charge	+1
HOMO	-9.577	eV
LUMO level	-3.9915	eV
energy above the lowest of the compared OMol25 structures with the same formula, charge and spin	131.33	kcal/mol